Density functional theory data (ωB97M-V/def2-TZVPD) for 6 unconnected molecules or ions with the total composition C16H36O6 in a non-equilibrium geometry.

XYZ file:
```
58
Properties=species:S:1:pos:R:3
C -4.1311 -4.9055 -5.7311
C -3.8582 -4.2487 -7.1216
C -4.5944 -2.9222 -7.0394
O -4.7256 -2.6318 -5.6670
C -4.0205 -3.6054 -4.9130
H -3.3106 -5.5938 -5.5280
H -5.1183 -5.3656 -5.6890
H -4.2336 -4.8590 -7.9430
H -2.7907 -4.2076 -7.3383
H -5.5751 -3.1559 -7.4539
H -4.1111 -2.0864 -7.5453
H -4.4164 -3.7526 -3.9082
H -2.9614 -3.3591 -4.8362
C -3.7230 -0.0432 2.5298
C -4.7376 -0.6798 3.4338
C -5.6607 -1.1645 2.3170
O -5.3819 -0.3524 1.1999
C -4.5361 0.7141 1.5176
H -2.9684 -0.7182 2.1260
H -3.1277 0.6776 3.0903
H -5.3482 0.0316 3.9899
H -4.2752 -1.3791 4.1304
H -6.6728 -1.2212 2.7176
H -5.2695 -2.0990 1.9149
H -5.1502 1.5684 1.8025
H -3.8856 0.9710 0.6816
C 3.1030 -1.9714 -1.7859
C 2.5598 -0.6487 -2.1073
C 2.7512 0.0486 -0.7032
O 4.0310 -0.3405 -0.3039
C 4.2543 -1.6898 -0.7593
H 3.3931 -2.5532 -2.6609
H 2.3605 -2.6173 -1.3173
H 1.5291 -0.5793 -2.4551
H 3.1253 -0.2942 -2.9690
H 2.0473 -0.1350 0.1085
H 2.7738 1.1149 -0.9281
H 4.2334 -2.4582 0.0136
H 5.2490 -1.8159 -1.1867
C 3.9085 5.3239 6.0011
C 2.9821 4.1997 5.6091
C 2.1523 4.0211 6.8354
O 3.1253 4.0424 7.8408
C 4.1779 4.8939 7.4175
H 3.3884 6.2818 5.9941
H 4.7262 5.5069 5.3039
H 3.5580 3.3149 5.3381
H 2.3350 4.4581 4.7709
H 1.6276 3.0883 7.0421
H 1.4992 4.8925 6.8826
H 5.0482 4.2661 7.6087
H 4.1677 5.7491 8.0933
O 9.2240 0.3982 2.1106
H 9.5302 1.1469 1.5988
H 8.2763 0.3873 1.9765
O 1.3100 2.2854 -7.7210
H 1.1349 1.3558 -7.8674
H 1.0012 2.7162 -8.5180
```

Values from the calculation:
2S+1: 1
Gap between HOMO and LUMO: 9.902 eV

Density functional theory data (ωB97M-V/def2-TZVPD) for a molecular structure, C4H6O2.

XYZ file:
```
12
Properties=species:S:1:pos:R:3
O 1.4777 -1.0962 0.7321
C 0.4803 -0.2471 0.5244
C -0.9750 -0.6094 0.3958
C -1.1060 0.9318 0.2062
O -2.0501 1.6538 0.0130
C 0.3518 1.0903 0.3495
H 2.3072 -0.6037 0.8118
H 0.5847 -0.7620 -2.1811
H -1.4371 -1.0242 1.2955
H -1.2473 -1.2083 -0.4805
H 0.5743 -0.0511 -1.9618
H 1.0395 1.9262 0.2952
```

Values from the calculation:
2S+1: 1
Gap between HOMO and LUMO: 9.963 eV
Energy above the lowest of the compared OMol25 structures with the same formula, charge and spin: 2.578 eV

Density functional theory data (ωB97M-V/def2-TZVPD) for a gas-phase ion, C2H2NOS2 (charge -1) in a non-equilibrium geometry.

XYZ file:
```
8
Properties=species:S:1:pos:R:3
C -0.6728 0.2181 1.5303
C -0.0629 -3.3352 1.5091
N 0.4741 0.4547 1.0442
O -0.4854 -3.8912 0.5588
S 0.6791 -3.7505 2.9249
S -1.1584 -1.4968 1.8190
H 0.6269 1.3748 0.6485
H 1.2445 -0.1347 0.5808
```

Values from the calculation:
2S+1: 1
Gap between HOMO and LUMO: 7.016 eV
Net charge: -1
Energy above the lowest of the compared OMol25 structures with the same formula, charge and spin: 2.294 eV

Q: Look up the 2S+1 of the third one.
A: 1

Q: What is the 2S+1 in the second record?
A: 1